#i
18
Properties=species:S:1:pos:R:3:lowdin_charge:R:1 method="wB97M-V/def2-TZVPD" homo_ev=-12.11 total_charge=+1
H -1.352 2.556 1.269 -0.18
S 0.818 1.181 1.827 0.50
C 0.707 0.913 0.069 -0.56
H 0.201 -3.238 -4.073 0.09
H 0.806 -0.233 -2.340 0.17
O -1.546 -1.030 -1.652 0.11
H 1.683 1.200 -0.349 0.09
H 0.636 -1.827 -2.017 0.10
O 0.582 -3.026 -3.208 -0.03
H 0.100 1.652 -0.437 0.08
H 2.066 -0.988 -1.598 0.18
S -1.101 1.814 2.354 0.37
H 0.762 -3.857 -2.752 0.08
H 0.692 -1.147 0.472 0.15
C 0.392 -0.525 -0.373 -0.31
N 1.054 -0.937 -1.649 0.21
C -1.101 -0.709 -0.587 -0.19
H -1.742 -0.486 0.281 0.13


#ii
18
Properties=species:S:1:pos:R:3:lowdin_charge:R:1 method="wB97M-V/def2-TZVPD" homo_ev=-12.40 total_charge=+1
H 1.542 4.050 1.311 0.07
H 0.494 -0.427 2.528 0.23
H 0.442 -2.013 0.942 0.14
H 0.374 0.942 1.362 0.24
O 1.432 0.749 -0.557 0.09
C -1.239 -1.217 -0.174 -0.54
H -1.651 -0.260 -0.729 0.14
N -0.091 -0.088 1.660 0.19
C 1.206 -0.419 -0.427 -0.16
S -1.443 -2.534 -1.431 0.47
H 1.700 -1.114 -1.158 0.14
C 0.063 -1.090 0.553 -0.29
H -1.012 -0.044 1.902 0.10
S -0.891 -1.713 -3.199 0.32
H -2.008 -1.358 0.503 0.04
H -1.589 -0.593 -3.573 -0.15
O 1.142 3.482 0.631 -0.01
H 1.528 3.648 -0.146 -0.04


#iii
18
Properties=species:S:1:pos:R:3:lowdin_charge:R:1 method="wB97M-V/def2-TZVPD" homo_ev=-12.92 total_charge=+1
C 0.582 0.438 -0.594 -0.29
C 2.082 0.424 -0.997 -0.16
H 0.228 -0.850 1.114 0.09
O 2.357 0.170 -2.133 0.12
H 0.442 2.222 3.666 -0.17
H 1.262 0.498 1.440 0.06
H -0.053 -0.528 -2.366 0.18
N -0.061 -0.685 -1.359 0.22
O -2.452 -1.842 -0.366 -0.05
C 0.359 0.214 0.903 -0.53
S -0.970 1.174 1.688 0.45
S 0.038 2.768 2.510 0.37
H 0.116 1.349 -0.942 0.15
H -1.036 -0.809 -1.053 0.11
H 0.408 -1.553 -1.103 0.18
H -3.232 -1.331 -0.652 0.08
H -2.834 -2.296 0.401 0.08
H 2.764 0.637 -0.157 0.14


Which structure is the least stable? The one labeled #ii.


#i
31
Properties=species:S:1:pos:R:3:lowdin_charge:R:1 method="wB97M-V/def2-TZVPD" homo_ev=-10.46
He -0.146 0.278 -0.186 0.17
O 0.482 3.610 -0.203 -0.04
H -0.161 0.482 -2.964 -0.02
H 2.345 0.096 1.277 -0.04
H -1.544 -0.461 4.794 0.02
O 2.263 -1.383 -1.769 -0.03
H -1.826 -0.360 3.310 0.01
H 0.246 -1.779 3.568 0.07
H -1.951 -1.697 -3.723 0.04
H 0.799 2.710 -0.128 -0.01
H 1.362 -0.635 2.166 -0.04
H -0.847 -3.559 0.267 0.02
H 0.649 1.144 -1.870 -0.06
O 2.355 1.077 -0.181 -0.07
H -2.219 -3.728 -0.350 0.03
O -1.697 -0.797 -3.516 -0.04
H -2.558 3.107 -1.161 0.02
H 3.088 1.551 -0.575 0.08
O -2.491 3.807 -0.511 -0.06
H -0.357 -2.461 2.359 0.05
H 2.304 0.260 -0.676 -0.01
O -1.671 -4.035 0.372 -0.04
H -1.576 3.788 -0.231 -0.02
H -2.145 -0.605 -2.693 0.04
O -1.835 0.152 4.119 -0.05
H 2.350 -1.514 -2.713 0.06
H 0.273 3.867 0.695 0.05
O 0.415 1.227 -2.794 -0.06
O 2.274 -0.350 2.122 -0.08
O 0.011 -1.628 2.653 -0.04
H 1.809 -2.167 -1.459 0.05


#ii
31
Properties=species:S:1:pos:R:3:lowdin_charge:R:1 method="wB97M-V/def2-TZVPD" homo_ev=-10.56
H -1.453 -1.239 -0.859 -0.03
O 0.343 0.746 3.150 -0.04
H -2.805 -2.071 0.962 0.01
H 0.610 -2.630 0.630 0.01
O 2.151 -2.338 1.795 -0.04
H 1.328 -0.714 -4.491 0.03
O 1.502 -0.846 -3.559 -0.05
H 2.023 -2.412 2.741 0.05
H -1.428 2.362 -2.669 0.07
O -2.604 1.606 0.257 -0.04
H 0.719 1.062 3.972 0.05
O 2.693 0.492 1.414 -0.06
H -0.213 0.011 3.408 0.05
O -2.343 -2.467 1.701 -0.07
H 1.408 0.023 -3.171 0.01
O -2.267 -0.814 -1.130 -0.07
H -3.264 1.561 0.949 0.07
H 2.222 2.897 -2.615 0.02
H -0.390 -3.415 -0.192 0.07
O -0.172 -2.526 0.088 -0.07
H 1.882 0.758 1.848 -0.01
H -1.484 -2.701 1.349 -0.03
H -2.373 2.534 0.206 0.06
H -2.173 0.092 -0.836 -0.04
H 0.870 2.951 -1.936 -0.03
H 2.349 -1.413 1.651 0.00
He 0.379 0.167 -0.321 0.17
O 1.775 3.248 -1.845 -0.07
O -0.806 2.028 -2.022 -0.05
H 2.855 1.177 0.766 0.04
H -1.336 1.868 -1.241 -0.01


Which structure is the least stable? The one labeled #i.


#i
23
Properties=species:S:1:pos:R:3:lowdin_charge:R:1 method="wB97M-V/def2-TZVPD" homo_ev=-7.29 smiles="CC1=C[C@@H]2C[C@@H]2c2c(O)oc(O)c21"
H 0.553 -1.106 -2.722 0.18
C -1.200 0.131 -2.183 -0.09
C 0.354 -2.413 0.138 -0.27
H 0.672 1.379 -2.890 0.17
H 0.467 1.830 2.481 0.05
O 0.526 -3.713 -0.298 0.06
C -0.031 2.221 1.605 -0.03
C 0.065 1.225 0.406 -0.22
C 0.209 -1.174 -0.429 -0.03
O 0.450 -2.231 1.506 0.11
H 0.758 -4.265 0.548 0.17
C 0.336 -0.896 1.770 -0.32
C 0.033 -0.551 -1.827 -0.19
H 0.488 3.053 1.204 0.04
H -1.169 2.499 1.832 0.13
H -1.468 0.020 -3.262 0.12
C 0.054 0.932 -2.016 -0.24
C -0.045 1.774 -0.799 -0.06
H 0.292 -1.240 3.668 0.19
H -0.061 2.896 -0.975 0.14
H -1.915 0.279 -1.404 0.12
O 0.527 -0.452 3.024 0.08
C 0.106 -0.197 0.621 -0.08


#ii
23
Properties=species:S:1:pos:R:3:lowdin_charge:R:1 method="wB97M-V/def2-TZVPD" homo_ev=-8.11
C 1.081 -0.474 -0.685 -0.18
H 4.412 -1.237 0.018 0.13
H -0.015 -2.197 -0.100 0.13
C -0.100 -1.128 -0.362 0.06
H 2.998 -0.073 2.101 0.14
C 0.909 0.964 -0.889 -0.03
C -1.348 -0.412 -0.207 -0.20
C -1.397 0.954 -0.359 -0.20
O -2.606 1.589 0.044 -0.02
H -3.461 0.050 1.442 0.11
H -4.070 -0.215 -0.198 0.10
H -0.225 2.619 -1.031 0.10
C -3.553 -0.734 0.624 -0.12
C 3.396 -0.811 -0.061 -0.08
C -0.242 1.653 -0.685 -0.02
H 2.351 -2.086 -1.392 0.12
C 2.393 -1.226 -0.718 -0.07
H 1.810 1.448 -1.121 0.09
O 3.433 1.386 0.809 0.03
H -4.164 -1.570 1.090 0.11
O -2.310 -1.215 0.281 -0.07
H -2.537 2.515 0.370 0.13
C 3.245 0.199 1.029 -0.24


Which structure is the least stable? The one labeled #i.


#i
8
Properties=species:S:1:pos:R:3:lowdin_charge:R:1 method="wB97M-V/def2-TZVPD" homo_ev=-8.56
I 0.896 1.491 -1.998 0.78
C -1.080 -0.299 0.496 -0.23
H 1.340 -0.932 -0.387 0.10
F -1.796 -0.317 -0.648 0.01
F 1.655 0.727 0.767 -0.14
C 1.017 0.221 -0.316 -0.73
H -1.284 0.598 1.093 0.14
F -0.749 -1.488 0.993 0.06


#ii
8
Properties=species:S:1:pos:R:3:lowdin_charge:R:1 method="wB97M-V/def2-TZVPD" homo_ev="-8.93 / -8.49"
C 1.642 1.206 -1.731 -0.87
F 2.445 0.347 -2.328 0.00
H -0.498 -0.567 0.082 0.02
C 0.500 -0.605 0.186 -0.04
F 0.755 1.598 -2.609 0.00
F 0.980 -0.524 1.387 0.01
H 1.235 -0.949 -0.601 0.07
I 2.626 2.885 -0.842 0.80


Which structure is the least stable? The one labeled #ii.


#i
22
Properties=species:S:1:pos:R:3:mulliken_spin:R:1 method="wB97M-V/def2-TZVPD" homo_ev="-12.88 / -12.88" s2=0.7563 spin_multiplicity=2 total_charge=+1
H -1.772 1.519 1.173 0.00
H -0.587 1.946 -1.035 0.03
H 0.066 -1.179 0.922 0.04
H 1.034 2.263 1.534 0.00
H 1.430 -2.080 -2.477 0.00
H 1.155 2.194 -0.882 0.07
H -0.048 3.407 0.762 0.00
C 0.522 -0.372 -1.751 0.23
H 1.808 -1.148 0.553 0.02
H 0.339 0.187 -2.658 0.02
C 0.516 0.247 -0.497 0.30
H -1.959 -2.839 -0.149 0.00
C 0.915 -0.533 0.698 0.02
H -0.759 1.078 2.315 0.00
C 0.280 1.715 -0.411 0.02
O -1.536 -2.630 0.692 0.00
H 0.430 -2.280 -1.112 -0.02
H 1.194 0.087 1.541 0.00
N -1.031 1.887 1.765 0.00
N 0.688 -1.697 -1.900 0.29
C 0.106 2.351 0.975 0.00
H -1.099 -3.457 0.926 0.00


#ii
22
Properties=species:S:1:pos:R:3:mulliken_spin:R:1 method="wB97M-V/def2-TZVPD" homo_ev="-12.70 / -12.68" s2=0.7582 spin_multiplicity=2 total_charge=+1
H 1.340 0.254 -1.311 -0.01
H 1.728 -1.538 1.236 0.01
H -0.998 0.493 -1.958 0.00
H -1.288 1.869 0.620 0.00
H 0.599 0.492 1.687 0.01
H 2.321 -2.026 -1.591 0.00
H -2.896 1.490 -0.224 0.00
C -0.428 1.572 -0.064 0.03
C 1.443 0.034 -0.183 0.35
H -1.303 -0.581 2.374 0.00
H -3.134 0.173 -1.243 0.00
N 2.631 -1.940 -0.728 0.31
C -1.087 0.550 -0.952 0.01
C 0.845 1.039 0.700 0.02
H -0.084 2.469 -0.593 0.00
N -2.488 0.557 -0.556 0.01
O -1.184 -1.201 1.654 0.00
H -1.967 -0.986 1.109 0.00
H 3.138 -2.789 -0.250 -0.01
H -0.803 -0.600 -0.686 0.00
C 1.890 -1.218 0.162 0.23
H 1.727 1.887 0.799 0.04


Which structure is the least stable? The one labeled #ii.